Record 1
This record from the Open Molecules 2025 dataset describes a molecular structure, C48H52FInN. The level of theory is the ωB97M-V functional and the def2-TZVPD basis.

Structure (ORCA input):
```
! wB97M-V def2-TZVPD RIJCOSX def2/J DEFGRID3
* xyz -1 1
N 5.53183 0.74347 -0.02887
In 3.42859 0.91024 -0.30211
F 2.57491 -0.77850 -1.14721
H 5.88540 -0.19236 -0.12471
H 6.04822 1.35180 -0.63149
H 2.67040 1.13854 1.31497
H 3.04879 2.32406 -1.32432
C 1.38672 5.67781 -3.63739
C 0.67166 4.95473 -2.69210
C 0.41764 3.60517 -2.89589
C 0.88069 2.97773 -4.04411
C 1.59294 3.70099 -4.99094
C 1.84578 5.05121 -4.78878
H 1.59276 6.72833 -3.47459
H 0.32262 5.43992 -1.78987
H -0.12902 3.03895 -2.15398
H 0.69489 1.92263 -4.19644
H 1.95816 3.20887 -5.88352
H 2.40728 5.61408 -5.52414
C 2.97706 -1.87631 3.00132
C 4.30132 -1.47623 2.91369
C 5.19642 -1.81045 3.92191
C 4.76329 -2.54463 5.02109
C 3.43418 -2.94018 5.11129
C 2.54212 -2.60321 4.10023
H 2.28361 -1.61112 2.21369
H 4.63026 -0.90402 2.05721
H 6.22872 -1.49201 3.85469
H 5.45992 -2.80279 5.80935
H 3.09282 -3.50491 5.97072
H 1.50243 -2.90156 4.17009
C -0.42436 2.38967 -7.70810
C -1.12473 1.66391 -6.75368
C -1.36980 0.31179 -6.95032
C -0.91368 -0.31639 -8.10203
C -0.21332 0.40881 -9.05677
C 0.03092 1.76201 -8.86033
H -0.22975 3.44252 -7.55080
H -1.47381 2.15277 -5.85338
H -1.91654 -0.25182 -6.20526
H -1.10030 -1.37169 -8.25253
H 0.14669 -0.08180 -9.95200
H 0.57816 2.32702 -9.60393
C -2.00632 -1.53960 2.43280
C -0.81914 -0.86042 2.67548
C -0.50669 -0.45144 3.96519
C -1.37863 -0.72380 5.01198
C -2.56526 -1.40404 4.76928
C -2.88004 -1.81008 3.47913
H -2.24898 -1.86003 1.42785
H -0.13568 -0.65160 1.86185
H 0.41934 0.07632 4.15234
H -1.13028 -0.40881 6.01806
H -3.24338 -1.62102 5.58574
H -3.80593 -2.33878 3.29002
C 6.25413 7.96028 -4.04075
C 5.53119 7.23865 -3.09904
C 5.26462 5.89189 -3.30810
C 5.72742 5.26465 -4.45727
C 6.45239 5.98495 -5.39791
C 6.71408 7.33353 -5.19146
H 6.45985 9.01066 -3.87755
H 5.17431 7.72623 -2.20112
H 4.69527 5.33049 -2.57853
H 5.52086 4.21480 -4.61803
H 6.81389 5.49467 -6.29282
H 7.27676 7.89537 -5.92632
C -6.99219 -5.21005 2.81968
C -5.66241 -4.81678 2.74547
C -4.78702 -5.12719 3.77776
C -5.24074 -5.83516 4.88306
C -6.57008 -6.23005 4.95652
C -7.44641 -5.91628 3.92585
H -7.67440 -4.96638 2.01568
H -5.30764 -4.26811 1.88244
H -3.75201 -4.81576 3.72212
H -4.55794 -6.07761 5.68683
H -6.92333 -6.78232 5.81771
H -8.48322 -6.22124 3.98485
C -0.21847 -4.26021 9.86399
C 0.62929 -5.29061 9.47892
C 1.00255 -5.42249 8.14757
C 0.53026 -4.52135 7.20223
C -0.31399 -3.48934 7.58739
C -0.69081 -3.35964 8.91765
H -0.50927 -4.15751 10.90160
H 1.00055 -5.99014 10.21682
H 1.66170 -6.22639 7.84659
H 0.82297 -4.62074 6.16489
H -0.67536 -2.78653 6.84852
H -1.35094 -2.55583 9.21726
C -5.92661 1.70007 -4.63324
C -6.48608 0.63998 -3.93202
C -5.66859 -0.24406 -3.24006
C -4.29119 -0.06595 -3.24622
C -3.73264 0.99562 -3.94540
C -4.54925 1.87731 -4.64092
H -6.56360 2.38825 -5.17365
H -7.55984 0.50318 -3.92413
H -6.10442 -1.07177 -2.69582
H -3.65340 -0.75246 -2.70518
H -2.65902 1.13584 -3.94687
H -4.11212 2.70171 -5.18933
*
```

For the highest occupied orbital energy, the calculation gives -4.842 eV. As for the LUMO energy: 2.09 eV. The total energy comes out at -60001.8100 eV.

Atomic partial charges in e from the Mulliken method, atoms 1 to 99:
1 N -0.74
2 In 0.87
3 F -0.73
4 H 0.13
5 H 0.15
6 H -0.36
7 H -0.31
8 C -0.42
9 C -0.40
10 C -0.62
11 C -0.32
12 C -0.50
13 C -0.49
14 H 0.41
15 H 0.37
16 H 0.47
17 H 0.57
18 H 0.51
19 H 0.43
20 C -0.35
21 C -0.02
22 C -0.59
23 C -0.47
24 C -0.24
25 C -0.12
26 H 0.37
27 H 0.04
28 H 0.38
29 H 0.36
30 H 0.28
31 H 0.36
32 C -0.55
33 C -0.13
34 C -0.37
35 C -0.46
36 C -0.39
37 C -0.40
38 H 0.45
39 H 0.39
40 H 0.37
41 H 0.37
42 H 0.35
43 H 0.36
44 C -0.57
45 C -0.56
46 C -0.54
47 C -0.34
48 C -0.56
49 C -0.24
50 H 0.43
51 H 0.52
52 H 0.45
53 H 0.48
54 H 0.40
55 H 0.52
56 C -0.29
57 C -0.46
58 C -0.45
59 C -0.47
60 C -0.33
61 C -0.36
62 H 0.35
63 H 0.37
64 H 0.51
65 H 0.42
66 H 0.36
67 H 0.36
68 C -0.42
69 C -0.33
70 C -0.39
71 C -0.49
72 C -0.33
73 C -0.35
74 H 0.35
75 H 0.40
76 H 0.48
77 H 0.39
78 H 0.35
79 H 0.35
80 C -0.34
81 C -0.42
82 C -0.42
83 C -0.58
84 C -0.03
85 C -0.47
86 H 0.36
87 H 0.35
88 H 0.37
89 H 0.51
90 H 0.28
91 H 0.37
92 C -0.38
93 C -0.39
94 C -0.31
95 C -0.62
96 C -0.29
97 C -0.37
98 H 0.36
99 H 0.35

***

Record 2
This record from the Open Molecules 2025 dataset describes a molecular structure, C48H52N3O2P2PtS2Se2. The level of theory is the ωB97M-V functional and the def2-TZVPD basis.

Structure (ORCA input):
```
! wB97M-V def2-TZVPD RIJCOSX def2/J DEFGRID3
* xyz 3 1
Pt -0.45906 -0.66547 -1.72823
C 3.43911 4.96489 3.24425
S 2.60050 3.52794 3.95373
C 0.84513 4.00020 3.73270
C 0.01920 2.86600 3.12982
C 0.60706 2.43005 1.79586
N -0.11834 1.27615 1.18630
P 0.94544 0.39060 -0.11659
C 1.95267 1.76161 -0.76026
C 3.00677 2.35887 -0.05821
C 3.69122 3.42597 -0.61125
C 3.36152 3.89979 -1.87600
C 2.33292 3.30236 -2.58835
C 1.63434 2.24279 -2.03091
C 2.12874 -0.61405 0.83031
C 1.76094 -1.52053 1.97104
C 2.93358 -2.20559 2.73849
C 4.28919 -1.99925 2.16528
C 4.47580 -1.34418 1.01400
C 3.39126 -0.64927 0.34611
P -1.61332 1.92967 0.09192
C -2.71767 0.47435 0.29750
C -3.27643 -0.02398 -0.91047
C -4.17847 -1.12790 -0.91233
C -4.42049 -1.81669 0.21342
C -3.69567 -1.49450 1.48376
C -3.00755 -0.14343 1.47752
C -2.51541 3.22828 0.99998
C -1.89397 4.47191 1.16614
C -2.58814 5.54130 1.70198
C -3.93228 5.40734 2.02516
C -4.57731 4.20072 1.80287
C -3.87865 3.11493 1.29632
H 4.50152 4.73310 3.22908
H 3.27475 5.84212 3.86521
H 3.08255 5.14624 2.23084
H 0.82128 4.89575 3.11005
H 0.45492 4.24616 4.71794
H -1.01332 3.19814 3.01595
H 0.02200 2.00919 3.80178
H 1.62407 2.10020 2.00170
H 0.63255 3.24592 1.07103
H 3.31073 1.99349 0.91326
H 4.49303 3.89097 -0.05340
H 3.91085 4.72666 -2.30573
H 2.08372 3.66780 -3.57709
H 0.83403 1.74863 -2.56677
H 1.06245 -1.02156 2.63370
H 2.92462 -2.01549 3.81306
H 5.12874 -2.43584 2.69411
H 5.46686 -1.24660 0.59178
H 3.65804 -0.07146 -0.53018
H -3.22743 0.59397 -1.79499
H -4.68236 -1.39327 -1.83306
H -5.10758 -2.65373 0.22777
H -4.33475 -1.62623 2.35674
H -2.66840 0.25871 2.42251
H -0.85985 4.60550 0.87061
H -2.08798 6.48934 1.84773
H -4.47841 6.24663 2.43342
H -5.63437 4.10363 2.01108
H -4.40780 2.19004 1.12355
C 3.13946 -0.46115 -3.68136
Se 1.32688 -1.11164 -3.95300
C 0.80188 0.09431 -5.42620
C 0.23440 1.44557 -5.04314
Se -1.28132 1.30850 -3.79634
C -1.40611 3.17411 -3.27960
H 3.73926 -0.76408 -4.53621
H 3.52292 -0.93930 -2.78313
H 3.15249 0.61940 -3.56669
H 0.08681 -0.47679 -6.01599
H 1.70430 0.21957 -6.02355
H -0.15512 1.93440 -5.93626
H 0.98023 2.09758 -4.59017
H -1.54722 3.77086 -4.17766
H -0.51226 3.48225 -2.74205
H -2.28068 3.26955 -2.64082
C 2.98345 -5.12861 4.32224
C 1.90339 -4.47313 3.53259
C 2.34494 -3.61544 2.38309
C 1.23505 -2.93672 1.55154
C -0.15381 -3.21160 2.00744
C -0.45054 -3.96494 3.07057
C 0.59724 -4.65063 3.80324
S -1.20673 -2.06841 1.17243
O -2.66658 -2.55089 1.66719
O -0.44612 0.36804 2.09678
N -0.97883 -2.40602 -0.39138
C -1.55172 -3.49476 -1.03656
C -1.88882 -4.68374 -0.41323
C -2.47823 -5.73410 -1.13047
C -2.75020 -5.60660 -2.46400
C -2.44221 -4.40205 -3.12922
C -2.75725 -4.18415 -4.48617
C -2.50642 -2.95898 -5.04552
C -1.90872 -1.96960 -4.26105
N -1.56667 -2.14390 -2.99613
C -1.83563 -3.34061 -2.41137
H 3.78726 -4.42353 4.54388
H 3.42683 -5.94067 3.73821
H 2.60793 -5.54671 5.25283
H 3.03999 -4.18587 1.76277
H 1.32383 -3.10554 0.47549
H -1.47835 -4.08631 3.39288
H 0.29722 -5.30989 4.60679
H -1.68089 -4.80601 0.63823
H -2.72247 -6.65084 -0.61140
H -3.21207 -6.41419 -3.01591
H -3.21319 -4.97714 -5.06534
H -2.76341 -2.74323 -6.07253
H -1.72121 -0.99523 -4.68924
*
```

For the highest occupied orbital energy (spin up / spin down), the calculation gives -14.218 / -14.218 eV. As for the LUMO energy (spin up / spin down): -10.48 / -10.48 eV. The total energy comes out at -233341.8814 eV.

Atomic partial charges in e from the Mulliken method, atoms 1 to 99:
1 Pt 1.90
2 C -0.87
3 S -0.08
4 C -1.02
5 C -0.70
6 C -0.53
7 N 0.90
8 P 0.63
9 C 1.20
10 C -0.18
11 C -1.01
12 C -1.27
13 C -0.23
14 C 0.70
15 C 0.78
16 C -0.26
17 C 0.06
18 C -1.43
19 C -1.24
20 C -1.57
21 P 0.77
22 C 0.59
23 C -0.38
24 C -0.68
25 C -0.89
26 C 0.15
27 C -1.40
28 C 0.97
29 C -0.36
30 C -0.75
31 C -0.73
32 C -0.75
33 C -0.90
34 H 0.36
35 H 0.36
36 H 0.23
37 H 0.38
38 H 0.56
39 H 0.25
40 H 0.39
41 H 0.28
42 H 0.20
43 H 0.42
44 H 0.58
45 H 0.47
46 H 0.44
47 H -1.58
48 H 1.07
49 H 0.60
50 H 0.49
51 H 0.55
52 H 0.76
53 H 0.79
54 H 0.56
55 H 0.51
56 H 0.62
57 H 0.41
58 H 0.43
59 H 0.47
60 H 0.44
61 H 0.46
62 H 0.30
63 C -0.79
64 Se 0.25
65 C -1.06
66 C -0.21
67 Se 0.36
68 C -0.79
69 H 0.50
70 H 0.14
71 H 0.24
72 H 0.47
73 H 0.60
74 H 0.66
75 H -0.10
76 H 0.52
77 H 0.14
78 H 0.33
79 C -1.72
80 C 0.11
81 C 0.27
82 C -0.49
83 C -1.72
84 C 0.51
85 C -1.24
86 S 1.10
87 O -0.19
88 O -0.88
89 N -0.19
90 C -0.02
91 C -0.14
92 C -1.17
93 C -0.92
94 C 1.02
95 C -0.75
96 C -1.53
97 C -0.09
98 N 0.63
99 C -0.31